Below is C3H7N5 in the gas phase at a distorted geometry, with properties calculated with ωB97M-V with the def2-TZVPD basis set.

Output
SMILES   [H]/N=C\N/C=N/C(N)=N\[H]
Lowest unoccupied orbital energy   0.6 eV
HOMO   -8.90 eV
ΔE to the lowest compared entry with this formula, charge and spin   76.03 kcal/mol
Orbital gap   9.5 eV
E_tot   -392.17788 Ha

Bonds (Å) are listed after each position.
Element x y z (Å)
1 C -1.846 -0.208 -0.160  N11 1.397, N12 1.371, N13 1.440
2 C 0.266 -0.348 -0.193  H7 1.247, N13 1.262, N14 1.311
3 C 2.634 -0.281 0.009  H9 1.156, N14 1.353, N15 1.310
4 H -1.987 1.669 -1.451  N11 1.092
5 H -2.789 1.593 0.276  N11 1.168
6 H -2.607 -1.347 1.575  N12 1.042
7 H 0.244 0.655 0.547  C2 1.247
8 H 1.621 -1.795 -0.577  N14 0.973
9 H 3.536 -0.963 -0.234  C3 1.156
10 H 1.983 1.487 0.332  N15 1.156
11 N -2.052 1.131 -0.503  C1 1.397, H4 1.092, H5 1.168
12 N -2.697 -0.622 0.832  C1 1.371, H6 1.042
13 N -0.731 -0.996 -0.616  C1 1.440, C2 1.262
14 N 1.462 -0.869 -0.322  C2 1.311, C3 1.353, H8 0.973
15 N 2.964 0.895 0.484  C3 1.310, H10 1.156

Below is a 2-piece molecular cluster, C6H14N2O2 overall at a distorted geometry, with properties calculated with ωB97M-V with the def2-TZVPD basis set.

Output
SMILES   CNC(C)=O.CNC(C)=O
Lowest unoccupied orbital energy   0.3 eV
HOMO   -9.69 eV
ΔE to the lowest compared entry with this formula, charge and spin   103.70 kcal/mol
Orbital gap   10.0 eV
E_tot   -496.89228 Ha

Bonds (Å) are listed after each position.
Element x y z (Å)
1 C -1.993 -2.416 1.400  C3 1.487, H6 1.122, H9 1.193, H10 1.122
2 C -2.755 0.798 -0.552  N5 1.420, H8 1.218, H11 1.188, H12 1.113
3 C -2.814 -1.409 0.675  C1 1.487, O4 1.211, N5 1.518
4 O -3.968 -1.689 0.440  C3 1.211
5 N -2.059 -0.177 0.210  C2 1.420, C3 1.518, H7 1.105
6 H -2.486 -3.222 2.003  C1 1.122
7 H -1.236 0.242 0.816  N5 1.105
8 H -2.049 1.283 -1.418  C2 1.218
9 H -1.151 -2.880 0.693  C1 1.193
10 H -1.004 -1.935 1.627  C1 1.122
11 H -3.704 0.397 -1.144  C2 1.188
12 H -3.144 1.535 0.186  C2 1.113
13 C 2.320 0.561 1.466  C15 1.396, H18 0.997, H21 1.186, H22 1.190
14 C 2.453 1.121 -2.268  N17 1.507, H20 1.086, H23 1.119, H24 1.160
15 C 2.731 0.479 0.134  C13 1.396, O16 1.290, N17 1.416
16 O 3.968 0.165 -0.054  C15 1.290
17 N 1.854 0.674 -0.960  C14 1.507, C15 1.416, H19 0.985
18 H 2.617 -0.194 2.046  C13 0.997
19 H 0.943 0.904 -0.665  N17 0.985
20 H 2.316 0.443 -3.105  C14 1.086
21 H 2.505 1.682 1.803  C13 1.186
22 H 1.137 0.593 1.593  C13 1.190
23 H 1.911 1.978 -2.742  C14 1.119
24 H 3.609 1.067 -2.184  C14 1.160

Below is a 2-piece molecular cluster, C7H12N2O3S overall at a distorted geometry, with properties calculated with ωB97M-V with the def2-TZVPD basis set.

Output
Lowest unoccupied orbital energy   0.5 eV
HOMO   -9.45 eV
ΔE to the lowest compared entry with this formula, charge and spin   71.94 kcal/mol
Orbital gap   10.0 eV
E_tot   -1007.25248 Ha

Bonds (Å) are listed after each position.
Element x y z (Å)
1 C -0.447 2.229 -1.017  C2 1.354, N8 1.375, H14 1.017
2 C -1.177 1.135 -1.341  C1 1.354, N9 1.361, H15 1.077
3 C 0.466 0.451 0.024  N8 1.349, N9 1.366
4 C -1.430 -2.266 1.553  C6 1.558, H16 1.028, H17 1.201, H18 1.118
5 C 1.598 2.648 0.290  N8 1.438, H19 1.186, H20 1.118, H21 1.111
6 C -1.941 -1.745 0.177  C4 1.558, C7 1.526, H22 1.170, H23 1.141
7 C -0.879 -1.304 -0.826  C6 1.526, N9 1.397, H24 1.091, H25 1.101
8 N 0.573 1.774 -0.214  C1 1.375, C3 1.349, C5 1.438
9 N -0.602 0.062 -0.733  C2 1.361, C3 1.366, C7 1.397
10 O 2.362 -1.620 0.852  S13 1.432
11 O 2.930 -0.124 -1.044  S13 1.440
12 O 3.438 0.553 1.249  S13 1.406
13 S 2.799 -0.343 0.374  O10 1.432, O11 1.440, O12 1.406
14 H -0.513 3.198 -1.322  C1 1.017
15 H -1.946 1.134 -2.095  C2 1.077
16 H -0.704 -1.653 1.943  C4 1.028
17 H -1.064 -3.370 1.253  C4 1.201
18 H -2.298 -2.388 2.247  C4 1.118
19 H 2.204 3.077 -0.634  C5 1.186
20 H 1.056 3.464 0.830  C5 1.118
21 H 2.237 1.977 0.902  C5 1.111
22 H -2.663 -2.544 -0.279  C6 1.170
23 H -2.718 -0.923 0.327  C6 1.141
24 H -1.302 -1.500 -1.812  C7 1.091
25 H 0.022 -1.924 -0.704  C7 1.101

Below is a 2-piece molecular cluster, C5H12BrN4O overall at a distorted geometry, with properties calculated with ωB97M-V with the def2-TZVPD basis set.

Output
Lowest unoccupied orbital energy   -4.8 eV
HOMO   -12.32 eV
ΔE to the lowest compared entry with this formula, charge and spin   0.00 kcal/mol
Total charge   +1
Orbital gap   7.5 eV
E_tot   -3065.64953 Ha

Bonds (Å) are listed after each position.
Element x y z (Å)
1 C -1.307 -1.483 1.113  C2 1.534, N8 1.299, O10 1.184
2 C -1.437 -1.852 -0.370  C1 1.534, N7 1.254, H12 1.100
3 C -0.435 -1.410 -2.497  N7 1.388, H13 1.083, H14 1.049, H15 1.066
4 C 1.674 2.476 0.273  C5 1.557, N6 1.400, H16 1.141, H17 1.092
5 C 1.931 1.494 1.455  C4 1.557, Br11 1.958, H18 1.202, H19 1.029
6 N 0.594 1.998 -0.478  C4 1.400, N9 1.195
7 N -0.745 -1.174 -1.165  C2 1.254, C3 1.388, H21 1.078
8 N -1.758 -2.419 1.892  C1 1.299, H20 1.041, H23 1.005
9 N -0.226 2.793 -0.830  N6 1.195, H22 1.160
10 O -0.907 -0.402 1.384  C1 1.184
11 Br 2.077 -0.280 0.640  C5 1.958
12 H -1.976 -2.764 -0.668  C2 1.100
13 H -0.853 -2.367 -2.785  C3 1.083
14 H -0.959 -0.704 -3.069  C3 1.049
15 H 0.576 -1.109 -2.652  C3 1.066
16 H 2.632 2.585 -0.336  C4 1.141
17 H 1.404 3.404 0.781  C4 1.092
18 H 0.892 1.274 2.016  C5 1.202
19 H 2.744 1.788 2.014  C5 1.029
20 H -1.741 -1.975 2.834  N8 1.041
21 H -0.097 -0.395 -0.797  N7 1.078
22 H 0.018 3.870 -0.474  N9 1.160
23 H -2.101 -3.347 1.719  N8 1.005